{
  "formula": "C24H22BBr4N11O4S3W",
  "method": "ωB97M-V/def2-TZVPD",
  "symbols": ["W", "C", "C", "N", "N", "C", "S", "N", "N", "H", "H", "H", "H", "H", "H", "Br", "C", "C", "Br", "C", "Br", "C", "O", "C", "O", "C", "Br", "N", "C", "C", "C", "C", "C", "C", "S", "O", "O", "N", "C", "N", "C", "C", "C", "N", "H", "H", "H", "H", "H", "H", "H", "H", "H", "S", "C", "N", "C", "C", "C", "N", "H", "H", "H", "H", "B", "C", "N", "H", "H", "H"],
  "positions_angstrom": [[0.745888, -1.296933, 1.109931], [0.565924, 3.606498, -2.981511], [0.511080, 2.129286, -3.046845], [0.050319, 1.413551, -4.024362], [0.212948, 0.134195, -3.612137], [0.775758, 0.033250, -2.400422], [1.221095, -1.380229, -1.603051], [0.975332, 1.317542, -2.038785], [1.432819, 1.753893, -0.809197], [0.179833, 4.016993, -3.910125], [1.593682, 3.947407, -2.844403], [-0.028395, 3.965525, -2.139228], [-0.163987, -0.635627, -4.134924], [1.874327, 0.968851, -0.312158], [2.133301, 2.468504, -0.955300], [6.876316, -4.081229, -0.913528], [5.526356, -2.866931, -0.417922], [5.767737, -1.496359, -0.464707], [7.415664, -0.825730, -1.081115], [4.765632, -0.610373, -0.062115], [4.996124, 1.258448, -0.142352], [3.546071, -1.081082, 0.393711], [2.534073, -0.308527, 0.783761], [3.279433, -2.464503, 0.375880], [2.048429, -2.822934, 0.697905], [4.275754, -3.343620, -0.014346], [3.849721, -5.174716, -0.036093], [-4.640051, 4.811236, -2.063415], [-4.129032, 3.573484, -1.765129], [-3.173866, 2.975161, -2.596475], [-2.607194, 1.765411, -2.247710], [-2.985638, 1.146012, -1.068545], [-3.958590, 1.703582, -0.248730], [-4.530387, 2.905131, -0.596875], [-2.257920, -0.389756, -0.633540], [-3.199936, -1.121775, 0.174666], [-1.829360, -1.025715, -1.851980], [-0.847481, -0.125869, 0.230639], [-0.723853, 0.846345, 1.178497], [0.430133, 0.584017, 1.874174], [0.825326, 1.475928, 2.781792], [0.066186, 2.597547, 3.029813], [-1.119653, 2.740368, 2.328775], [-1.520032, 1.868830, 1.402211], [-4.523795, 5.172506, -2.992222], [-5.449482, 5.125476, -1.559884], [-2.892764, 3.457720, -3.525129], [-1.890768, 1.281992, -2.899195], [-4.255079, 1.174698, 0.646250], [-5.296496, 3.349137, 0.027700], [1.751030, 1.252285, 3.296199], [0.379756, 3.335292, 3.752453], [-1.786324, 3.579572, 2.487805], [-1.411082, -1.808056, 2.750060], [-1.541576, -2.907463, 1.480298], [-2.570051, -3.769980, 1.349814], [-2.661234, -4.600599, 0.284362], [-1.620230, -4.625863, -0.596458], [-0.533417, -3.784079, -0.397703], [-0.509007, -2.909918, 0.620203], [-3.353640, -3.645633, 1.974287], [-3.553634, -5.200617, 0.203925], [-1.631686, -5.299591, -1.438980], [0.336209, -3.784420, -1.035760], [2.176180, -1.740642, 5.550087], [1.842885, -1.717248, 4.052732], [1.539544, -1.672975, 2.936485], [1.253385, -2.326561, 6.068219], [3.223718, -2.306892, 5.719011], [2.217638, -0.583237, 5.900711]],
  "atomic_forces_ev_per_a": [[1.2, -1.1, -1.1], [0.0, 0.0, 0.1], [0.2, 0.0, 0.2], [0.1, 0.1, -0.3], [0.1, 0.0, 0.1], [0.0, 0.0, -0.1], [0.1, -0.3, 0.0], [-0.3, 0.0, -0.4], [-0.1, 0.3, 0.4], [0.0, 0.0, 0.0], [0.0, 0.0, 0.0], [0.0, 0.0, 0.0], [0.0, 0.0, 0.0], [0.1, -0.1, 0.0], [0.2, 0.0, -0.1], [0.0, -0.1, 0.0], [0.0, 0.1, 0.0], [-0.1, -0.1, 0.0], [0.0, 0.0, 0.0], [0.0, 0.0, 0.1], [0.0, 0.1, 0.1], [0.0, -0.2, 0.1], [0.1, -0.3, 0.1], [0.4, 0.3, -0.2], [-0.3, 0.2, -0.1], [0.0, 0.0, 0.0], [-0.1, -0.1, 0.0], [0.0, 0.0, 0.1], [0.1, -0.1, 0.1], [0.0, 0.1, 0.0], [0.0, -0.1, 0.0], [0.2, -0.1, 0.2], [0.0, -0.1, -0.1], [0.0, 0.1, -0.1], [0.3, -0.3, -0.1], [-0.1, 0.1, 0.2], [-0.1, 0.0, 0.1], [-1.0, 0.9, 0.1], [0.3, 0.2, -0.2], [-1.3, 1.3, 0.1], [0.3, -0.5, 0.0], [0.0, 0.3, 0.1], [-0.1, -0.3, -0.3], [-0.2, 0.2, 0.2], [0.0, 0.0, 0.0], [0.0, 0.0, -0.1], [0.0, 0.0, 0.0], [-0.2, 0.1, 0.1], [0.0, 0.1, 0.0], [0.0, 0.0, 0.0], [0.0, 0.0, 0.0], [0.0, -0.1, 0.0], [0.1, 0.1, 0.1], [0.4, -0.3, -0.6], [-0.3, 0.6, 1.7], [-0.1, -0.1, -0.8], [0.2, 0.2, 0.2], [-0.2, -0.5, -0.3], [0.3, 0.6, 0.7], [-0.5, -1.1, -1.1], [0.1, 0.0, 0.1], [0.0, 0.0, 0.0], [0.0, 0.0, 0.0], [0.0, 0.0, -0.1], [0.0, 0.0, 0.6], [0.0, 0.0, -0.6], [0.1, 0.0, 1.0], [0.0, 0.0, 0.1], [0.1, -0.1, 0.0], [0.0, 0.1, 0.1]],
  "fmax_ha_per_bohr": 0.0381,
  "energy_ha": -13413.6796,
  "homo_energy_ev": [-7.00, -7.00],
  "lumo_ev": [-1.302, -1.302]
}